[1]
The molecule C5H14N2S. Source: OMol25; level of theory: ωB97M-V/def2-TZVPD.

Cartesian coordinates (Å):
C: 0.29204 -1.08099 -1.17542
C: -0.75410 -1.47407 1.07029
C: -1.42994 0.58187 -0.33847
C: 1.87315 1.43745 -0.83809
C: -0.29447 -0.42988 0.06672
N: -2.46924 0.88349 0.64108
N: 2.51458 -0.05173 1.07971
S: 1.21094 0.75225 0.76834
H: 1.17110 -1.53562 -0.72044
H: -0.37536 -1.88250 -1.54098
H: 0.38316 -0.29924 -1.88813
H: -0.06083 -2.41841 1.00096
H: -1.80590 -1.77252 0.66770
H: -0.70434 -0.94781 2.02530
H: -2.75916 0.17645 1.29603
H: -1.13145 1.56596 -0.57627
H: -1.85206 0.15093 -1.28326
H: 1.96140 0.60534 -1.52357
H: 1.06883 2.13976 -1.34651
H: 2.81612 1.92865 -0.51724
H: -2.32035 1.76946 1.09771
H: 2.66588 -0.09884 2.03454

As for the energy above the lowest of the compared OMol25 structures with the same formula, charge and spin: 63.3 kcal/mol. The calculation puts the HOMO energy at -0.2920 hartree. The spin multiplicity is 1. For the frontier orbital gap, the calculation gives 0.3190 hartree.

Results of the Mulliken charge analysis, in e, for atoms 1 through 4: atom 1 (C): -2.264, atom 2 (C): -1.641, atom 3 (C): -0.736, atom 4 (C): -0.815

=====

[2]
The molecule C3H5N3. Source: OMol25; level of theory: ωB97M-V/def2-TZVPD.

Cartesian coordinates (Å):
C: -2.16996 -0.12780 0.10270
C: 0.09695 -0.14057 0.42747
C: 1.15112 0.42130 -0.13119
N: 2.41889 -0.24893 -0.22837
N: 2.69335 -1.30923 0.30236
N: -0.98977 -0.34518 0.92663
H: -1.97846 -0.24710 -0.96802
H: -2.39923 0.92329 0.29760
H: -3.01342 -0.72603 0.43258
H: 1.07832 1.46808 -0.41197
H: 3.11220 0.33218 -0.74977

As for the energy above the lowest of the compared OMol25 structures with the same formula, charge and spin: 109.4 kcal/mol. The calculation puts the HOMO energy at -0.2958 hartree. The spin multiplicity is 1. For the frontier orbital gap, the calculation gives 0.3106 hartree.

Results of the Mulliken charge analysis, in e, for atoms 1 through 4: atom 1 (C): -0.739, atom 2 (C): 0.401, atom 3 (C): -0.427, atom 4 (N): 0.254

=====

[3]
A structure of composition C38H58BiCl3N7O4P2Si2Te. Source: OMol25; level of theory: ωB97M-V/def2-TZVPD.

Cartesian coordinates (Å):
Bi: -0.55932 1.09805 -0.01217
C: -4.89445 1.94806 -1.96757
N: -4.55054 0.78012 -1.15206
C: -5.49698 0.47334 -0.09090
P: -3.49465 -0.23995 -1.87838
O: -2.12167 0.27478 -2.07646
O: -3.53778 -1.45804 -0.80417
P: -2.29265 -2.42101 -0.45020
O: -1.04781 -1.71530 -0.06499
N: -2.93041 -3.21175 0.84674
C: -4.22822 -3.87424 0.74808
C: -1.99823 -3.87397 1.76009
N: -2.09326 -3.30437 -1.81571
C: -3.19860 -3.96731 -2.49581
C: -0.77369 -3.75738 -2.24206
N: -4.09020 -0.80003 -3.29202
C: -5.50592 -1.12173 -3.40262
C: -3.37420 -0.62392 -4.55182
H: -4.92681 2.83765 -1.33657
H: -5.86642 1.82415 -2.45398
H: -4.13306 2.11610 -2.72978
H: -5.62585 1.35972 0.53176
H: -5.12057 -0.33287 0.53195
H: -6.47744 0.19365 -0.49096
H: -4.90901 -3.28722 0.13522
H: -4.65929 -3.95354 1.74647
H: -4.14783 -4.88306 0.33000
H: -1.09228 -3.28027 1.85921
H: -1.73806 -4.88337 1.42384
H: -2.46991 -3.95185 2.74036
H: -4.15430 -3.57739 -2.15305
H: -3.17613 -5.04694 -2.32456
H: -3.12682 -3.78407 -3.57024
H: -0.00170 -3.24393 -1.67737
H: -0.63410 -3.53163 -3.30145
H: -0.66357 -4.83578 -2.09728
H: -5.92124 -1.36511 -2.42397
H: -5.63476 -1.99642 -4.04286
H: -6.08209 -0.29702 -3.83156
H: -2.31680 -0.46445 -4.35382
H: -3.76179 0.23388 -5.10999
H: -3.49510 -1.52008 -5.16400
N: 3.76648 3.75536 9.37989
C: 3.29518 3.46546 8.37356
C: 2.70420 3.10186 7.11289
C: 2.92131 1.82997 6.58920
C: 2.34638 1.48212 5.37991
C: 1.56923 2.40054 4.67948
C: 1.35866 3.67083 5.20731
C: 1.91766 4.02153 6.42380
C: 0.96336 2.00403 3.37780
C: 1.41864 2.67609 2.23778
C: 2.44842 3.64483 2.22843
C: 2.61852 4.06561 0.92651
C: 1.69941 3.34371 0.16021
N: 0.98031 2.49966 0.91706
C: 0.00019 1.00127 3.42995
C: -0.58673 0.43578 4.59353
C: -1.56409 -0.43373 4.16648
C: -1.54223 -0.38326 2.75835
N: -0.61652 0.46209 2.31018
H: 3.53440 1.12403 7.13230
H: 2.50115 0.49332 4.96687
H: 0.74801 4.38167 4.66590
H: 1.74983 5.00370 6.84353
H: 2.99674 3.97511 3.09500
H: 3.31077 4.80264 0.55531
H: 1.52248 3.39686 -0.90088
H: -0.32427 0.67695 5.61075
H: -2.22243 -1.03354 4.77324
H: -2.16333 -0.94449 2.07440
Cl: -3.32513 4.14220 -6.10853
C: -2.26879 3.53404 -4.87390
C: -2.38109 4.01043 -3.58012
C: -1.54391 3.49261 -2.61017
Cl: -1.72684 4.03608 -0.95782
C: -0.56811 2.51706 -2.86432
O: 0.22332 2.03337 -1.93509
C: -0.49942 2.08245 -4.19809
Cl: 0.65968 0.85146 -4.58873
C: -1.32637 2.56862 -5.19144
H: -3.11196 4.76583 -3.32771
H: -1.23609 2.19912 -6.20315
C: 4.42969 -2.98543 1.95881
Si: 3.04975 -1.73927 1.77406
C: 3.74262 -0.00862 1.88616
C: 1.75738 -2.05410 3.08564
C: 2.23394 -2.09695 0.09441
Te: 1.43443 -0.64816 -1.24492
C: 3.07578 0.65477 -1.52221
Si: 4.54908 -0.01767 -2.50533
C: 3.94231 -0.62527 -4.16303
C: 5.39364 -1.41027 -1.58222
C: 5.72165 1.42091 -2.69722
H: 4.90188 -2.88798 2.93937
H: 5.20585 -2.85357 1.20253
H: 4.05324 -4.00765 1.87647
H: 4.10878 0.17817 2.89935
H: 2.99721 0.75672 1.66263
H: 4.58904 0.12830 1.21018
H: 2.13235 -1.82462 4.08567
H: 1.48059 -3.11228 3.07990
H: 0.85279 -1.46770 2.92073
H: 1.37037 -2.74463 0.26920
H: 2.92643 -2.65847 -0.53634
H: 3.37281 1.06501 -0.55829
H: 2.61601 1.45951 -2.10295
H: 3.18178 -1.40374 -4.05849
H: 4.76823 -1.04876 -4.73858
H: 3.50944 0.18849 -4.74823
H: 4.82425 -2.34140 -1.61411
H: 5.57862 -1.15608 -0.53668
H: 6.36289 -1.61390 -2.04373
H: 5.24363 2.25649 -3.21254
H: 6.59900 1.12954 -3.27876
H: 6.07104 1.77982 -1.72650

As for the energy above the lowest of the compared OMol25 structures with the same formula, charge and spin: 0.6 kcal/mol. The calculation puts the HOMO energy at -0.3732 hartree. The spin multiplicity is 1. For the frontier orbital gap, the calculation gives 0.2513 hartree. As for the total charge: +1.

Results of the Mulliken charge analysis, in e, for atoms 1 through 4: atom 1 (Bi): 1.042, atom 2 (C): -0.992, atom 3 (N): 0.678, atom 4 (C): -0.908

=====

[4]
The molecule C4H10N2O. Source: OMol25; level of theory: ωB97M-V/def2-TZVPD.

Cartesian coordinates (Å):
C: 1.37844 -1.21748 -1.83858
N: 0.61542 -1.72789 -0.69151
C: -0.34182 -0.82243 -0.11130
C: 0.16927 0.51231 0.32369
N: -0.74571 1.38593 0.83668
C: -2.03736 0.98624 1.40420
O: 1.33587 0.84457 0.20275
H: 0.96955 -0.27031 -2.19520
H: 1.33401 -1.96759 -2.63026
H: 2.42031 -0.99180 -1.60404
H: 1.22599 -1.98087 0.04989
H: -1.29152 -0.80978 -0.65919
H: -0.77224 -1.35731 0.74385
H: -0.39687 2.29105 1.09644
H: -1.93590 0.06402 1.96863
H: -2.33759 1.70641 2.16115
H: -2.77463 0.91524 0.61351

As for the energy above the lowest of the compared OMol25 structures with the same formula, charge and spin: 33.2 kcal/mol. As for the SMILES: CNCC(=O)NC. The calculation puts the HOMO energy at -0.3254 hartree. The spin multiplicity is 1. For the frontier orbital gap, the calculation gives 0.3558 hartree.

Results of the Mulliken charge analysis, in e, for atoms 1 through 4: atom 1 (C): -0.746, atom 2 (N): -0.371, atom 3 (C): -0.904, atom 4 (C): 0.642

=====

[5]
A structure of composition C10H15F6N5PV. Source: OMol25; level of theory: ωB97M-V/def2-TZVPD.

Cartesian coordinates (Å):
V: -0.30377 0.04307 0.64207
P: 1.54065 -0.98414 -2.48855
F: 0.25782 -1.80068 -3.04404
F: 0.62870 -0.85019 -0.97786
F: 2.24871 -2.30268 -1.96601
F: 2.69995 -0.14883 -1.76356
F: 2.31253 -1.02878 -3.89494
F: 0.85947 0.36575 -2.87137
C: -2.31073 3.11043 -2.38814
C: -1.67198 2.18337 -1.51607
N: -1.21184 1.33993 -0.87213
H: -3.37167 2.95328 -2.05665
H: -2.12995 2.80949 -3.41916
H: -2.01549 4.13577 -2.19195
C: -1.69453 1.74374 4.54915
C: -1.74057 1.29524 3.16643
N: -1.48752 0.97052 2.09981
H: -0.65906 1.93791 4.80895
H: -2.00362 0.99409 5.21124
H: -2.29666 2.61717 4.64285
C: 3.53401 2.79132 0.91427
C: 2.34988 1.94537 1.01638
N: 1.42102 1.28464 0.91923
H: 3.21041 3.84555 1.07351
H: 3.84730 2.84534 -0.08892
H: 4.27920 2.45301 1.67702
C: 2.01536 -3.67532 1.42671
C: 1.45664 -2.41972 1.68238
N: 0.86359 -1.44601 1.73157
H: 3.10053 -3.64355 1.36266
H: 1.55490 -3.98765 0.47440
H: 1.67215 -4.31288 2.22551
C: -3.06001 -2.79893 -2.04949
C: -2.36322 -2.02365 -0.99102
N: -1.93405 -1.35063 -0.19952
H: -4.02099 -2.95716 -1.63715
H: -2.54302 -3.72982 -2.21615
H: -3.03410 -2.20437 -2.99146

The calculation puts the HOMO energy (alpha / beta) at -0.4158 / -0.5288 hartree. The spin multiplicity is 4. For the frontier orbital gap (alpha / beta), the calculation gives 0.3305 / 0.4414 hartree. As for the total charge: +1.

Results of the Mulliken charge analysis, in e, for atoms 1 through 4: atom 1 (V): 0.459, atom 2 (P): 1.174, atom 3 (F): -0.331, atom 4 (F): -0.067

=====

[6]
A structure of composition C29H32N5OPdSSb. Source: OMol25; level of theory: ωB97M-V/def2-TZVPD.

Cartesian coordinates (Å):
Pd: 0.85618 -0.84089 -0.45642
C: 4.07897 -0.82169 0.08776
C: 4.18634 -0.97698 -1.39866
C: 5.43183 -1.00628 -2.02179
C: 5.50802 -1.13610 -3.39624
C: 4.33132 -1.25083 -4.11489
C: 3.12189 -1.22033 -3.42545
N: 3.04064 -1.07730 -2.09881
Sb: 1.32339 -1.46157 -4.60119
C: 0.25520 -2.82571 -3.30545
C: -0.48487 -3.81580 -3.94450
C: -1.10453 -4.78973 -3.17496
C: -0.95185 -4.75066 -1.80309
C: -0.21334 -3.71915 -1.22702
C: -0.03269 -3.61260 0.26004
N: 0.37123 -2.77019 -1.97457
C: 0.41133 0.37820 -3.94723
C: 0.14188 1.40177 -4.85058
C: -0.44928 2.56314 -4.37404
C: -0.75700 2.65754 -3.02633
C: -0.44850 1.59246 -2.18516
C: -0.73555 1.58929 -0.71408
N: 0.13332 0.47912 -2.64864
H: 5.05865 -0.78066 0.56538
H: 3.50921 -1.65097 0.50377
H: 3.52746 0.08778 0.32535
H: 6.33070 -0.92877 -1.42327
H: 6.46761 -1.15316 -3.89821
H: 4.34313 -1.36375 -5.19215
H: -0.56863 -3.82302 -5.02413
H: -1.68824 -5.57305 -3.64383
H: -1.40291 -5.50661 -1.17188
H: 0.49997 -4.48117 0.65890
H: -0.99559 -3.54333 0.76894
H: 0.56484 -2.70032 0.45871
H: 0.39016 1.29023 -5.89843
H: -0.66846 3.38405 -5.04615
H: -1.23093 3.54599 -2.62733
H: -0.66778 2.58582 -0.27399
H: 0.02570 0.89497 -0.26191
H: -1.73074 1.17920 -0.53462
C: 0.01024 4.22922 2.43340
C: 0.98195 3.11447 2.81431
C: 0.36804 2.10404 3.77745
N: -0.58158 1.21809 3.11031
C: -0.23262 0.09835 2.47055
S: 1.29322 -0.58264 2.49089
N: -1.22934 -0.53956 1.74244
C: -2.60483 -0.46110 1.73922
O: -3.23718 -1.00929 0.85941
C: -3.31272 0.27982 2.83355
C: -3.00923 0.07440 4.17417
C: -3.73787 0.72940 5.15534
C: -4.75600 1.60502 4.79963
C: -5.05472 1.81777 3.45969
C: -4.34106 1.14610 2.47674
H: 0.45305 4.90552 1.69935
H: -0.26673 4.82100 3.31068
H: -0.91082 3.83072 1.99580
H: 1.87215 3.54401 3.28138
H: 1.31968 2.57465 1.92537
H: -0.17125 2.61585 4.57789
H: 1.13935 1.48400 4.22078
H: -1.49067 1.60163 2.89752
H: -0.81357 -1.09972 0.98327
H: -2.20549 -0.59875 4.45024
H: -3.50968 0.55899 6.20000
H: -5.32096 2.11755 5.56838
H: -5.85150 2.49556 3.18052
H: -4.57794 1.27599 1.42787

The calculation puts the HOMO energy at -0.2266 hartree. The spin multiplicity is 1. For the frontier orbital gap, the calculation gives 0.2415 hartree.

Results of the Mulliken charge analysis, in e, for atoms 1 through 4: atom 1 (Pd): -0.744, atom 2 (C): -1.057, atom 3 (C): 0.760, atom 4 (C): -0.648

=====

[7]
The molecule C2H5NOS. Source: OMol25; level of theory: ωB97M-V/def2-TZVPD.

Cartesian coordinates (Å):
C: -1.87297 -0.07080 0.05496
C: 0.82747 0.56650 -0.14835
H: -2.01511 0.50619 0.99518
H: -1.85731 0.71279 -0.79662
H: -2.71873 -0.87510 -0.29159
H: 0.47750 1.55312 -0.24628
H: 3.12884 -0.96534 0.57330
N: 2.08732 0.41707 0.04016
O: 2.24036 -0.96970 -0.12299
S: -0.29737 -0.87475 -0.05777

As for the energy above the lowest of the compared OMol25 structures with the same formula, charge and spin: 87.2 kcal/mol. As for the SMILES: CS/C=N\O. The calculation puts the HOMO energy at -0.3223 hartree. The spin multiplicity is 1. For the frontier orbital gap, the calculation gives 0.3529 hartree.

Results of the Mulliken charge analysis, in e, for atoms 1 through 4: atom 1 (C): -0.766, atom 2 (C): -0.067, atom 3 (H): 0.289, atom 4 (H): 0.238

=====

[8]
A cluster of 2 separate species, C5H7NO in total. Source: OMol25; level of theory: ωB97M-V/def2-TZVPD.

Cartesian coordinates (Å):
C: 0.31612 1.57101 -1.22871
C: -0.40856 1.62756 0.09344
C: -1.20793 0.73091 0.61732
O: -1.94411 -0.01086 1.15502
C: 0.39977 -1.92941 0.32004
N: 0.06240 -2.15569 1.61429
C: 0.66956 -1.75361 -0.84370
H: 1.33883 1.18836 -1.13040
H: 0.36991 2.58511 -1.63539
H: -0.20938 0.94530 -1.95488
H: -0.34084 2.51897 0.70895
H: -0.77292 -1.65068 1.89308
H: 0.82196 -2.02108 2.26892
H: 0.90517 -1.64589 -1.87799

As for the energy above the lowest of the compared OMol25 structures with the same formula, charge and spin: 75.4 kcal/mol. As for the SMILES: CC=C=O.C#CN. The calculation puts the HOMO energy at -0.3210 hartree. The spin multiplicity is 1. For the frontier orbital gap, the calculation gives 0.3474 hartree.

Results of the Mulliken charge analysis, in e, for atoms 1 through 4: atom 1 (C): -1.043, atom 2 (C): -0.333, atom 3 (C): 0.551, atom 4 (O): -0.468

=====

[9]
A cluster of 3 separate species, C9H18F3IO4P in total. Source: OMol25; level of theory: ωB97M-V/def2-TZVPD.

Cartesian coordinates (Å):
F: 0.10419 -6.28233 -1.50297
C: -0.24039 -5.02377 -2.25929
F: -0.66408 -4.04114 -1.21356
F: -1.39080 -5.26745 -3.16675
P: 1.27837 -4.25950 -3.14953
I: 1.00191 -3.96005 -5.57863
H: 1.50539 -2.93289 -2.59402
H: 2.38948 -5.17399 -2.91384
O: -2.17716 1.46754 1.40377
C: -1.87261 0.27826 1.49020
O: -2.45654 -0.63383 0.68196
C: -2.05212 -2.01199 0.58108
C: -2.68687 -2.84292 1.67858
C: -0.91708 -0.18903 2.54672
H: -0.96140 -2.09991 0.55913
H: -2.40979 -2.36938 -0.39057
H: -2.37429 -2.50829 2.67115
H: -2.41752 -3.89695 1.56857
H: -3.77739 -2.75069 1.64473
H: -1.45276 -0.29177 3.49380
H: -0.12699 0.56067 2.65582
H: -0.41599 -1.12525 2.30786
O: 1.30690 1.15774 0.01396
C: 1.26786 2.38483 -0.07163
O: 2.24789 3.05299 -0.71912
C: 2.21172 4.45947 -1.02505
C: 2.67968 5.28203 0.15912
C: 0.18339 3.16244 0.61167
H: 1.22159 4.75729 -1.38396
H: 2.90174 4.61223 -1.86188
H: 2.03089 5.14517 1.02815
H: 2.69858 6.34564 -0.09389
H: 3.68450 4.97293 0.46521
H: 0.43689 3.27755 1.66854
H: -0.75347 2.60353 0.52169
H: -0.00372 4.14080 0.17298

The calculation puts the HOMO energy at -0.4399 hartree. The spin multiplicity is 1. For the frontier orbital gap, the calculation gives 0.1965 hartree. As for the total charge: +1.

Results of the Mulliken charge analysis, in e, for atoms 1 through 4: atom 1 (F): -0.183, atom 2 (C): 0.687, atom 3 (F): -0.196, atom 4 (F): -0.165

=====

| no. | electronic energy (eV) | F_max (eV/A) |
| --- | --- | --- |
| 1 | -19224.5508 | 2.98 |
| 2 | -7657.7116 | 0.91 |
| 3 | -144004.0926 | 0.23 |
| 4 | -9337.5460 | 1.84 |
| 5 | -69346.9550 | 3.48 |
| 6 | -60941.9916 | 0.66 |
| 7 | -16524.6015 | 7.34 |
| 8 | -8832.9326 | 0.97 |
| 9 | -43346.7796 | 5.58 |